152
Properties=species:S:1:pos:R:3 method="wB97M-V/def2-TZVPD" e_lumo_ev="3.914 / 3.914" total_charge=-2 homo_lumo_gap_ev="4.823 / 4.597"
Pb 0.861 0.334 -0.940
C 1.142 -5.825 -1.934
C -0.041 -5.163 -2.646
C 0.129 -3.683 -2.801
C 0.434 -2.964 -3.978
C 0.600 -3.518 -5.360
C -0.676 -3.415 -6.202
C 0.451 -1.603 -3.616
N 0.203 -1.492 -2.293
C 0.000 -2.726 -1.783
C -0.504 -2.943 -0.380
C -1.847 -1.606 1.475
C -2.012 -1.897 2.828
C -2.310 -3.234 3.442
C -3.713 -3.348 4.045
C -1.911 -0.645 3.481
C -1.659 0.393 2.516
C -1.532 1.762 2.813
C -0.886 2.825 1.928
N -0.268 2.380 -0.421
C -0.600 3.551 -0.821
C -0.347 3.789 -2.224
C 0.049 2.810 -3.134
N 0.209 1.478 -2.950
C 0.503 0.887 -4.181
C 0.635 -0.437 -4.463
C 0.590 1.961 -5.185
C 0.308 3.119 -4.562
C 0.230 4.490 -5.159
C -1.207 4.911 -5.479
C 0.967 1.767 -6.621
C 2.486 1.731 -6.815
C -1.409 4.410 0.081
C -1.715 3.966 1.317
C -2.731 4.636 2.204
C -4.038 3.838 2.275
C -1.872 5.735 -0.471
C -0.859 6.830 -0.123
N -1.625 -0.289 1.314
C -2.008 -0.410 4.957
C -3.327 0.232 5.406
H 1.016 -6.910 -1.849
H 2.072 -5.623 -2.472
H 1.250 -5.412 -0.929
H -0.185 -5.624 -3.628
H -0.956 -5.373 -2.078
H 1.412 -2.997 -5.879
H 0.906 -4.568 -5.303
H -1.033 -2.383 -6.218
H -0.515 -3.743 -7.235
H -1.469 -4.026 -5.766
H -1.022 -3.905 -0.398
H -2.180 -4.007 2.676
H -1.588 -3.465 4.228
H -4.488 -3.189 3.293
H -3.870 -4.331 4.498
H -3.856 -2.593 4.819
H -1.747 2.006 3.841
H -0.467 4.793 -2.602
H 0.856 -0.665 -5.503
H 0.673 5.209 -4.465
H 0.832 4.530 -6.072
H -1.813 4.920 -4.571
H -1.244 5.906 -5.930
H -1.666 4.202 -6.171
H 0.534 0.835 -6.992
H 0.538 2.569 -7.228
H 2.927 0.954 -6.189
H 2.754 1.533 -7.856
H 2.931 2.683 -6.518
H -2.326 4.766 3.208
H -2.953 5.638 1.837
H -3.878 2.853 2.712
H -4.786 4.368 2.872
H -4.443 3.685 1.272
H -1.977 5.658 -1.553
H -2.860 5.999 -0.092
H 0.141 6.548 -0.458
H -1.126 7.787 -0.581
H -0.797 6.964 0.959
H -1.876 -1.364 5.478
H -1.180 0.232 5.278
H -4.168 -0.441 5.232
H -3.307 0.488 6.469
H -3.522 1.144 4.839
C 2.514 -5.555 1.703
O 1.212 -5.528 2.294
C 1.080 -4.766 3.424
C 0.558 -5.410 4.542
C 0.433 -4.767 5.760
C 0.849 -3.445 5.868
C 1.320 -2.783 4.753
C 1.419 -3.405 3.500
N 1.933 -2.644 2.455
C 1.583 -2.540 1.097
N 0.466 -3.199 0.711
C -1.641 -1.926 -0.017
C -1.393 -0.376 -0.161
C -2.308 0.375 -1.020
C -3.170 -0.225 -1.856
C -3.458 -1.647 -1.704
C -2.841 -2.395 -0.797
O -3.255 -3.707 -0.549
C -4.375 -3.756 0.315
N 2.337 -1.958 0.244
C 3.512 -1.288 0.590
C 3.541 -0.106 1.331
C 4.739 0.516 1.648
C 5.936 -0.027 1.203
C 5.919 -1.163 0.407
C 4.720 -1.778 0.077
O 4.774 -2.896 -0.711
C 3.875 -2.925 -1.827
H 2.540 -6.446 1.079
H 3.278 -5.626 2.481
H 2.706 -4.683 1.079
H 0.282 -6.451 4.423
H 0.030 -5.294 6.615
H 0.776 -2.918 6.811
H 1.589 -1.734 4.815
H 2.532 -1.890 2.747
H -0.019 -3.629 1.483
H -2.213 1.453 -1.030
H -3.712 0.343 -2.603
H -4.260 -2.096 -2.281
H -5.267 -3.351 -0.176
H -4.190 -3.180 1.226
H -4.547 -4.801 0.576
H 2.599 0.365 1.592
H 4.726 1.452 2.192
H 6.878 0.456 1.435
H 6.832 -1.587 0.005
H 4.376 -3.505 -2.601
H 3.684 -1.913 -2.192
H 2.921 -3.382 -1.565
C -0.174 4.040 4.101
C 0.203 3.593 2.705
O -0.467 1.973 0.872
C 1.322 4.250 2.123
C 1.782 5.482 2.678
C 2.645 6.334 2.022
C 3.105 5.987 0.737
C 2.806 4.759 0.212
C 2.091 3.762 0.971
O 2.182 2.552 0.686
H -1.043 3.529 4.502
H -0.400 5.114 4.152
H 0.653 3.868 4.800
H 1.401 5.806 3.636
H 2.928 7.276 2.476
H 3.713 6.688 0.172
H 3.192 4.436 -0.748

127
Properties=species:S:1:pos:R:3 method="wB97M-V/def2-TZVPD" e_lumo_ev=-5.939 total_charge=+2 homo_lumo_gap_ev=6.890
Ti 0.251 -0.704 0.100
C -2.191 5.155 -0.021
C -2.702 3.883 -0.241
C -2.051 2.778 0.287
C -0.887 2.932 1.038
C -0.372 4.208 1.243
C -1.023 5.313 0.713
P -0.261 1.438 1.867
C -1.414 1.335 3.289
C -1.360 0.259 4.173
C -2.222 0.187 5.256
C -3.150 1.195 5.477
C -3.197 2.282 4.616
C -2.339 2.354 3.528
C 1.315 1.942 2.670
C 1.309 2.763 3.793
C 2.504 3.219 4.331
C 3.720 2.888 3.743
C 3.739 2.075 2.621
C 2.544 1.578 2.086
Si 2.444 0.413 0.672
C -0.206 -1.724 1.841
C 0.470 -2.256 2.937
C -0.184 -3.124 3.798
C -1.521 -3.460 3.586
C -2.205 -2.943 2.501
C -1.547 -2.070 1.630
P -2.218 -1.445 0.054
C -3.669 -0.429 0.413
C -4.032 -0.076 1.708
C -5.114 0.771 1.916
C -5.835 1.260 0.838
C -5.486 0.893 -0.458
C -4.408 0.052 -0.671
C -2.817 -2.850 -0.902
C -2.016 -3.395 -1.902
C -2.440 -4.524 -2.588
C -3.663 -5.102 -2.279
C -4.471 -4.549 -1.293
C -4.055 -3.422 -0.604
C 3.525 0.867 -0.764
C 4.912 1.041 -0.751
C 5.585 1.416 -1.900
C 4.877 1.656 -3.070
C 3.497 1.553 -3.085
C 2.810 1.135 -1.946
P 1.012 1.369 -1.688
C -0.042 1.001 -3.117
C 0.392 0.884 -4.437
C -0.523 0.670 -5.454
C -1.881 0.587 -5.173
C -2.321 0.709 -3.866
C -1.405 0.905 -2.840
C 1.032 3.204 -1.623
C 0.123 3.942 -2.372
C 0.237 5.326 -2.440
C 1.249 5.979 -1.758
C 2.147 5.246 -0.991
C 2.041 3.868 -0.924
H -2.700 6.022 -0.420
H -3.613 3.748 -0.808
H -2.490 1.796 0.153
H 0.533 4.353 1.818
H -0.618 6.302 0.881
H -0.634 -0.527 4.033
H -2.162 -0.658 5.929
H -3.823 1.140 6.322
H -3.905 3.082 4.788
H -2.409 3.208 2.870
H 0.371 3.047 4.255
H 2.486 3.844 5.213
H 4.645 3.260 4.162
H 4.688 1.824 2.164
H 1.502 -1.998 3.135
H 0.345 -3.546 4.643
H -2.022 -4.136 4.266
H -3.237 -3.222 2.325
H -3.471 -0.445 2.557
H -5.392 1.043 2.926
H -6.680 1.915 1.004
H -6.065 1.256 -1.297
H -4.152 -0.254 -1.679
H -1.063 -2.942 -2.150
H -1.815 -4.948 -3.363
H -3.994 -5.982 -2.814
H -5.430 -4.994 -1.064
H -4.699 -2.983 0.149
H 5.476 0.876 0.158
H 6.661 1.538 -1.883
H 5.398 1.970 -3.964
H 2.967 1.861 -3.974
H 1.440 0.928 -4.687
H -0.173 0.575 -6.474
H -2.591 0.432 -5.974
H -3.379 0.659 -3.643
H -1.765 1.009 -1.822
H -0.670 3.453 -2.923
H -0.468 5.887 -3.039
H 1.345 7.055 -1.827
H 2.943 5.747 -0.456
H 2.773 3.320 -0.345
O 1.037 -2.082 -0.546
C 2.103 -3.022 -0.847
C 2.141 -3.246 -2.338
C 2.634 -4.319 -3.018
C 2.562 -4.152 -4.428
C 2.011 -2.962 -4.784
S 1.584 -2.035 -3.413
C 3.381 -2.413 -0.311
C 3.625 -2.045 0.993
C 4.976 -1.654 1.201
C 5.713 -1.741 0.055
S 4.781 -2.278 -1.265
C 1.798 -4.309 -0.102
C 0.602 -4.759 0.362
C 0.700 -6.029 0.997
C 1.971 -6.509 1.000
S 3.059 -5.430 0.245
H 3.032 -5.204 -2.542
H 2.895 -4.895 -5.138
H 1.815 -2.586 -5.775
H 2.899 -2.188 1.780
H 5.389 -1.371 2.159
H 6.761 -1.526 -0.078
H -0.326 -4.223 0.253
H -0.140 -6.554 1.426
H 2.334 -7.441 1.403

140
Properties=species:S:1:pos:R:3 method="wB97M-V/def2-TZVPD" e_lumo_ev=0.266 e_above_lowest_ev=0.000 homo_lumo_gap_ev=5.859
K -1.076 -1.204 0.130
O 3.219 -0.945 -2.230
S 1.767 -0.686 -2.155
C 1.045 -2.335 -2.472
C 0.478 -2.763 -3.658
C 0.180 -4.108 -3.814
C 0.421 -5.002 -2.783
C 0.970 -4.567 -1.588
C 1.289 -3.224 -1.424
P 2.212 -2.486 -0.010
C 3.770 -3.419 -0.266
C 4.633 -3.587 0.818
C 5.824 -4.271 0.664
C 6.173 -4.802 -0.567
C 5.333 -4.622 -1.653
C 4.147 -3.925 -1.507
C 1.544 -3.411 1.421
C 1.852 -4.735 1.723
C 1.308 -5.334 2.844
C 0.493 -4.610 3.699
C 0.209 -3.282 3.425
C 0.720 -2.694 2.284
C 1.386 0.075 -3.739
C 2.131 -0.197 -4.869
C 1.843 0.465 -6.050
C 0.797 1.380 -6.092
C 0.060 1.660 -4.955
C 0.366 1.028 -3.751
P -0.376 1.415 -2.120
C -1.593 2.667 -2.690
C -2.814 2.143 -3.103
C -3.792 2.962 -3.631
C -3.566 4.324 -3.747
C -2.355 4.855 -3.337
C -1.374 4.035 -2.803
C 0.943 2.524 -1.496
C 1.697 3.346 -2.335
C 2.547 4.291 -1.795
C 2.657 4.425 -0.419
C 1.952 3.575 0.418
C 1.110 2.619 -0.120
H 0.302 -2.076 -4.475
H -0.240 -4.459 -4.745
H 0.207 -6.051 -2.923
H 1.195 -5.279 -0.805
H 4.366 -3.174 1.781
H 6.479 -4.402 1.513
H 7.097 -5.348 -0.685
H 5.598 -5.035 -2.617
H 3.516 -3.774 -2.369
H 2.521 -5.306 1.091
H 1.529 -6.372 3.052
H 0.078 -5.085 4.576
H -0.405 -2.708 4.103
H 0.519 -1.645 2.088
H 2.932 -0.918 -4.807
H 2.424 0.270 -6.938
H 0.572 1.894 -7.015
H -0.739 2.387 -5.000
H -2.980 1.079 -3.017
H -4.727 2.541 -3.965
H -4.330 4.972 -4.155
H -2.172 5.917 -3.434
H -0.440 4.474 -2.481
H 1.606 3.254 -3.409
H 3.112 4.938 -2.450
H 3.289 5.192 0.000
H 2.038 3.680 1.491
H 0.554 1.941 0.522
C -2.975 -3.088 -0.864
C -2.608 -3.647 0.377
C -3.120 -2.825 1.390
C -3.806 -1.749 0.774
C -3.713 -1.915 -0.616
C -4.388 -1.107 -1.687
C -4.624 -0.744 1.528
C -3.117 -3.083 2.867
C -1.928 -4.970 0.551
C -2.741 -3.674 -2.223
H -3.782 -1.087 -2.594
H -4.577 -0.081 -1.370
H -5.351 -1.551 -1.957
H -4.004 -0.088 2.164
H -5.320 -1.269 2.186
H -5.213 -0.123 0.853
H -2.836 -2.193 3.436
H -2.440 -3.893 3.127
H -4.113 -3.378 3.206
H -0.930 -4.994 0.103
H -2.516 -5.760 0.078
H -1.820 -5.224 1.604
H -2.213 -2.978 -2.883
H -3.687 -3.920 -2.709
H -2.150 -4.584 -2.161
C -4.169 2.421 6.130
C -3.215 1.417 6.084
C -2.534 1.168 4.908
C -2.786 1.920 3.765
C -3.762 2.907 3.812
C -4.451 3.152 4.989
As -1.582 1.574 2.259
C -0.055 2.354 3.227
C -0.149 3.562 3.912
C 0.945 4.076 4.586
C 2.148 3.387 4.590
C 2.244 2.167 3.945
C 1.145 1.655 3.275
C -2.126 3.085 1.149
C -1.405 4.259 0.981
C -1.903 5.281 0.191
C -3.142 5.156 -0.414
C -3.867 3.988 -0.257
C -3.351 2.953 0.499
H -4.690 2.630 7.053
H -3.003 0.831 6.966
H -1.774 0.390 4.863
H -3.988 3.499 2.932
H -5.209 3.922 5.022
H -1.086 4.112 3.912
H 0.861 5.015 5.113
H 3.003 3.797 5.103
H 3.163 1.599 3.961
H 1.232 0.694 2.772
H -0.447 4.390 1.470
H -1.323 6.183 0.055
H -3.542 5.965 -1.008
H -4.835 3.888 -0.727
H -3.906 2.027 0.610
S 3.541 -0.573 2.014
C 4.368 0.204 0.818
N 5.190 -0.369 -0.077
C 5.619 0.575 -1.092
C 5.147 1.927 -0.524
N 4.403 1.539 0.654
H 5.102 -1.351 -0.289
H 5.144 0.341 -2.048
H 6.705 0.523 -1.209
H 4.506 2.465 -1.226
H 5.989 2.570 -0.247
H 3.784 2.161 1.143